Record 1
# C10H35NO7

7 unconnected molecules or ions with the total composition C10H35NO7 (ωB97M-V/def2-TZVPD, the Open Molecules 2025 dataset).

XYZ file:
```
53
Properties=species:S:1:pos:R:3:lowdin_charge:R:1
C 0.25304 -4.62956 4.44611 -0.055
C 0.73401 -3.17858 4.74387 -0.478
C 0.44181 -2.22844 3.58949 -0.230
O 0.86071 -0.90624 3.81253 -0.183
C 0.89869 -0.15424 2.55722 -0.083
N 0.14881 -2.73184 5.91786 0.035
H 0.60931 -5.05498 3.50793 0.071
H -0.83462 -4.63372 4.51729 0.078
H 0.61247 -5.36197 5.16894 0.068
H 1.81580 -3.24549 4.85947 0.132
H -0.58221 -2.16180 3.22199 0.130
H 1.02780 -2.57338 2.73759 0.113
H 1.02059 0.92499 2.64946 0.081
H 0.01545 -0.27958 1.93089 0.077
H 1.86078 -0.30831 2.06861 0.078
H 0.36729 -3.33635 6.69692 0.082
H 0.48044 -1.81034 6.16476 0.081
C -2.06430 -0.24878 -4.37835 -0.167
O -1.44125 -1.28394 -3.69275 -0.134
H -1.33717 0.28422 -4.99097 0.086
H -3.02573 -0.57193 -4.77751 0.090
H -2.31793 0.47401 -3.60288 0.061
H -0.71617 -0.92892 -3.17330 0.029
C 0.84575 -2.66787 -1.68334 -0.167
O 1.34015 -2.27869 -2.95503 -0.125
H 1.35710 -3.58305 -1.38488 0.078
H 1.06169 -2.09077 -0.78421 0.064
H -0.23313 -2.76597 -1.80379 0.081
H 0.97375 -2.87552 -3.61164 0.083
C -4.26419 3.96998 -1.32591 -0.122
O -3.29317 3.86887 -0.21238 -0.147
H -4.04595 4.79232 -2.00725 0.069
H -4.25346 3.07464 -1.94749 0.058
H -5.26018 4.05791 -0.89189 0.071
H -2.39930 3.91157 -0.55988 0.001
C 0.50957 4.59226 -1.81678 -0.092
O -0.60381 4.10813 -1.02260 -0.156
H 0.19434 4.37132 -2.83654 0.083
H 0.70483 5.65638 -1.68402 0.077
H 1.36616 4.05106 -1.41497 0.071
H -0.31107 3.30957 -0.57740 0.031
C 3.16210 0.64798 -1.40337 -0.128
O 2.55024 1.61296 -2.28649 -0.116
H 3.20788 -0.40521 -1.68048 0.079
H 4.19569 0.94132 -1.21969 0.082
H 2.68519 0.68881 -0.42409 0.067
H 3.08279 1.55195 -3.08290 0.086
C -0.54706 0.66573 -0.94702 -0.106
O 0.37435 1.48396 -0.25004 -0.147
H -0.54234 0.86212 -2.01917 0.079
H -0.33153 -0.37491 -0.70470 0.067
H -1.44755 1.14765 -0.56627 0.098
H 1.09348 1.62070 -0.87113 0.019
```

As for the HOMO-LUMO gap: 9.4 eV. As for the energy above the lowest of the compared OMol25 structures with the same formula, charge and spin: 1.4689 eV. The calculation puts the LUMO energy at 0.0141 Eh. As for the highest occupied orbital energy: -9.06 eV. Its SMILES is COC[C@H](C)N.CO.CO.CO.CO.CO.CO. As for the total charge: 0.

Record 2
# C10H36BMgN12O7

A molecular structure, C10H36BMgN12O7 (ωB97M-V/def2-TZVPD, the Open Molecules 2025 dataset).

XYZ file:
```
67
Properties=species:S:1:pos:R:3:lowdin_charge:R:1
Mg 2.59071 1.39808 -1.67014 1.458
B 0.05585 0.09492 -0.50580 -0.359
H 0.78014 -0.62869 -0.84644 -0.084
H -0.94952 -0.29654 -0.49073 -0.039
H 0.30739 0.52505 0.45126 -0.080
H -0.01362 0.91036 -1.20898 -0.086
C 4.33265 -0.15990 2.53679 -0.808
O 4.32849 0.28056 1.40726 0.005
N 3.32994 -0.83153 3.00346 0.173
N 5.29957 -0.13036 3.38289 0.175
H 2.52720 -0.92939 2.39837 0.125
H 3.39785 -1.27461 3.90854 0.120
H 6.22836 0.17637 3.13119 0.127
H 5.27527 -0.46835 4.33434 0.122
C -5.47344 -1.43086 -2.68985 -0.786
O -6.55413 -1.18322 -3.20653 0.022
N -4.88955 -0.60282 -1.85666 0.152
N -4.81709 -2.55634 -2.81682 0.162
H -3.91366 -0.73937 -1.63509 0.102
H -5.48312 0.16543 -1.57815 0.119
H -3.83182 -2.60044 -2.59910 0.108
H -5.20653 -3.17014 -3.51802 0.120
C 1.79710 4.54827 1.67776 -0.750
O 2.09218 4.04943 0.59423 -0.018
N 1.16186 3.88836 2.60555 0.172
N 2.19426 5.74909 2.08991 0.166
H 1.36001 4.19090 3.54858 0.121
H 0.66853 3.08438 2.24452 0.125
H 1.75207 6.12516 2.91644 0.113
H 2.89009 6.27015 1.57570 0.121
C 4.78959 -2.06889 -3.99030 -0.753
O 3.93168 -1.36158 -3.50473 0.008
N 4.57004 -3.02062 -4.88441 0.165
N 6.06489 -2.10039 -3.63036 0.159
H 5.28438 -3.70546 -5.08639 0.114
H 3.58613 -3.20696 -5.01595 0.126
H 6.63116 -2.88115 -3.93010 0.115
H 6.29204 -1.41347 -2.92563 0.117
C 1.38302 3.22927 -5.91285 -0.729
O 1.53648 2.92922 -4.71477 -0.028
N 2.33623 3.41132 -6.80213 0.155
N 0.26697 3.41548 -6.55715 0.166
H 3.32814 3.41545 -6.61189 0.124
H 1.98216 3.79640 -7.66611 0.107
H -0.58906 3.25236 -6.04655 0.135
H 0.33394 3.67023 -7.53219 0.119
C -1.14628 -5.49958 -0.34605 -0.819
O -1.36756 -5.31426 -1.52693 0.033
N -1.32091 -6.58665 0.31369 0.163
N -0.52567 -4.66113 0.40660 0.152
H -1.53269 -7.45929 -0.14866 0.129
H -0.96578 -6.60713 1.25897 0.111
H -0.11617 -3.84820 -0.03107 0.122
H -0.66070 -4.75391 1.40322 0.112
C -4.73129 1.88880 5.03769 -0.189
C -4.28226 0.88530 4.03619 -0.197
C -4.25207 -0.27925 4.98923 -0.190
O -3.44541 0.19760 6.14853 -0.137
C -3.76143 1.59866 6.23552 -0.193
H -5.80498 1.76008 5.17458 0.115
H -4.67070 2.92870 4.71671 0.107
H -3.30886 0.91560 3.54661 0.116
H -4.95899 0.65957 3.21207 0.117
H -3.59041 -1.10650 4.73238 0.114
H -5.22960 -0.72546 5.17209 0.120
H -3.06066 2.42121 6.09256 0.106
H -4.23233 1.77080 7.20337 0.111
```

As for the HOMO-LUMO gap: 4.0 eV. The calculation puts the LUMO energy at -0.2434 Eh. As for the highest occupied orbital energy: -10.61 eV. As for the total charge: +1.

Record 3
# C10H36IN3O11

11 unconnected molecules or ions with the total composition C10H36IN3O11 (ωB97M-V/def2-TZVPD, the Open Molecules 2025 dataset).

XYZ file:
```
61
Properties=species:S:1:pos:R:3:lowdin_charge:R:1
C 3.07533 -0.00339 2.20939 -0.090
C 3.29041 -1.28767 1.38010 -0.302
C 2.95571 -1.12299 -0.10484 -0.678
I 4.19561 -2.45283 -1.27902 0.920
C 1.47762 -1.44428 -0.44393 -0.317
C 1.25001 -1.37912 -1.88697 -0.246
N 1.00374 -1.31407 -3.00707 0.211
C 0.49579 -0.47945 0.29841 -0.211
C 0.10098 -1.07654 1.57512 -0.177
N -0.26755 -1.43547 2.60324 0.223
C -0.74329 -0.03956 -0.51256 -0.086
C -1.95282 0.36862 0.34175 -0.361
O -2.59550 1.43858 -0.36247 -0.055
C -2.94618 -0.76822 0.50465 -0.232
N -4.13156 -0.31336 1.22452 0.028
H 3.93720 0.18666 2.84258 0.065
H 2.96751 0.87394 1.57385 0.071
H 2.20480 -0.07122 2.85807 0.061
H 4.34523 -1.52972 1.44578 0.058
H 2.71777 -2.12040 1.78794 0.109
H 3.17400 -0.11491 -0.44786 0.088
H 1.29345 -2.46865 -0.11778 0.146
H 1.05427 0.42181 0.54947 0.131
H -1.06964 -0.79504 -1.22354 0.123
H -0.44593 0.85568 -1.04596 0.101
H -1.62173 0.73723 1.31639 0.149
H -3.10237 1.94360 0.28231 0.099
H -3.24001 -1.08792 -0.49666 0.128
H -2.46120 -1.62687 0.98352 0.098
H -3.91567 -0.23329 2.21409 0.058
H -4.85069 -1.02244 1.16127 0.078
O -4.36475 2.63562 -2.33942 -0.055
H -5.07183 2.52669 -1.69337 0.056
H -3.57559 2.28344 -1.90414 0.026
O 5.83702 0.52246 0.69201 -0.063
H 6.66101 0.94544 0.96365 0.029
H 6.08708 -0.07660 -0.01976 0.017
O -6.31606 0.51090 -2.64081 -0.064
H -5.59612 0.97959 -3.08149 0.010
H -7.08642 0.66401 -3.19613 0.038
O 0.90744 2.83087 -0.75642 -0.043
H 1.60162 3.25660 -1.27315 0.058
H 0.08740 3.08967 -1.19406 0.059
O -3.08117 -1.71993 4.16742 -0.069
H -2.16019 -1.76529 3.88250 -0.020
H -3.13985 -2.33986 4.90004 0.038
O -0.18867 -3.28220 -5.17195 -0.077
H 0.32421 -3.37278 -5.97980 0.028
H 0.32140 -2.67549 -4.62143 -0.032
O -4.18962 3.50359 -5.12210 -0.071
H -3.25635 3.45682 -5.34495 0.026
H -4.25993 3.10822 -4.24120 -0.019
O 2.08122 5.08746 0.92619 -0.061
H 1.44974 4.45256 0.56679 -0.007
H 2.93747 4.65478 0.86147 0.030
O 7.53385 0.46994 2.98577 -0.056
H 6.73307 -0.04110 3.14034 0.030
H 7.92302 0.60809 3.85442 0.044
O -1.59980 -4.55820 2.08173 -0.060
H -1.03242 -3.78834 2.19943 -0.014
H -1.76206 -4.60570 1.13463 0.032
```

As for the HOMO-LUMO gap: 9.5 eV. The calculation puts the LUMO energy at -0.0071 Eh. As for the highest occupied orbital energy: -9.74 eV. Its SMILES is CC[C@@H](I)[C@H](C#N)[C@H](C#N)C[C@@H](O)CN.O.O.O.O.O.O.O.O.O.O. As for the total charge: 0.

Record 4
# C10H36N14O8

8 unconnected molecules or ions with the total composition C10H36N14O8 (ωB97M-V/def2-TZVPD, the Open Molecules 2025 dataset).

XYZ file:
```
68
Properties=species:S:1:pos:R:3:lowdin_charge:R:1
C 9.36153 -12.08274 -13.52402 -0.043
C 8.61525 -10.75635 -13.50466 -0.432
C 9.47788 -9.45497 -13.68400 -0.030
O 7.78201 -10.77424 -14.65755 -0.097
H 9.67319 -12.30889 -12.50430 0.081
H 10.30194 -12.07776 -14.07510 0.082
H 8.73348 -12.91740 -13.83546 0.064
H 8.07241 -10.69960 -12.56114 0.126
H 10.00999 -9.24928 -12.75521 0.069
H 8.89526 -8.64221 -14.11768 0.073
H 10.26278 -9.43442 -14.44004 0.067
H 7.45307 -9.87387 -14.70977 0.037
C 5.54142 -13.76970 -16.01565 -0.864
O 4.94419 -14.57029 -16.67986 0.059
N 5.27160 -12.58058 -15.81546 0.179
N 6.45595 -14.11983 -15.15365 0.164
H 4.41288 -12.31074 -16.27361 0.124
H 5.85203 -11.86545 -15.40098 0.098
H 6.41907 -15.05972 -14.78577 0.126
H 6.75491 -13.35969 -14.55958 0.079
C 9.86200 -11.25511 -18.07480 -0.744
O 10.78866 -10.50680 -17.78871 0.014
N 9.00854 -11.80345 -17.30727 0.204
N 9.78389 -11.73741 -19.31548 0.149
H 8.98519 -11.50402 -16.34296 0.093
H 8.26604 -12.39505 -17.65195 0.122
H 9.14108 -12.50868 -19.42510 0.099
H 10.46716 -11.58414 -20.04331 0.115
C 12.51171 -7.88151 -15.82403 -0.804
O 12.94733 -8.80128 -15.17154 0.026
N 11.80509 -7.97968 -16.87139 0.196
N 12.66016 -6.65392 -15.54681 0.182
H 11.71302 -8.88954 -17.30008 0.077
H 11.24780 -7.19339 -17.17351 0.127
H 13.10223 -6.39614 -14.67604 0.131
H 12.48409 -5.94151 -16.24075 0.123
C 14.20326 -9.93492 -12.24556 -0.685
O 14.48699 -10.56158 -11.19237 -0.026
N 12.94673 -9.75455 -12.67266 0.158
N 14.98704 -9.21323 -13.00857 0.174
H 12.85690 -9.34769 -13.59271 0.032
H 12.13167 -10.23390 -12.31766 0.099
H 14.61761 -8.63683 -13.75112 0.088
H 15.98356 -9.24444 -12.84710 0.121
C 8.38115 -6.56086 -11.55338 -0.914
O 9.39147 -6.07039 -11.21557 0.079
N 7.98869 -7.68697 -11.09553 0.178
N 7.54859 -6.01257 -12.30611 0.184
H 7.04942 -7.94440 -11.36312 0.109
H 8.52451 -8.25972 -10.45916 0.133
H 7.63194 -5.09382 -12.71728 0.133
H 6.69463 -6.50880 -12.51729 0.105
C 4.91065 -8.09100 -15.68024 -0.831
O 6.04402 -8.41322 -15.42571 0.059
N 4.07205 -8.82062 -16.21327 0.188
N 4.36761 -6.90710 -15.51482 0.164
H 4.23490 -9.77282 -16.50806 0.126
H 3.22287 -8.40838 -16.57249 0.129
H 3.46849 -6.54746 -15.80183 0.122
H 4.98269 -6.46237 -14.84849 0.110
C 12.90824 -13.39454 -10.90718 -0.818
O 12.03113 -14.23543 -10.76379 -0.015
N 13.70666 -12.99899 -9.99437 0.189
N 13.03022 -12.93448 -12.11966 0.168
H 13.57162 -13.56071 -9.16591 0.124
H 14.36856 -12.24584 -10.11579 0.084
H 12.33499 -13.37153 -12.70765 0.106
H 13.39468 -12.01514 -12.32478 0.057
```

As for the HOMO-LUMO gap: 8.2 eV. As for the energy above the lowest of the compared OMol25 structures with the same formula, charge and spin: 4.8489 eV. The calculation puts the LUMO energy at -0.0076 Eh. As for the highest occupied orbital energy: -8.46 eV. Its SMILES is NC(N)=O.NC(N)=O.NC(N)=O.NC(N)=O.NC(N)=O.NC(N)=O.NC(N)=O.CC(C)O. As for the total charge: 0.